DFT (wB97M-V/def2-TZVPD) results for the molecule C6H9FO3.

2S+1 = 1
HOMO = -11.10 eV
electronic energy = -15227.886 eV
SMILES = CC[C@H](F)[C@H]1COC(=O)O1
ΔE to the lowest compared entry with this formula, charge and spin = 0.0 kcal/mol

Last column: Löwdin charge in e.
Element x y z (Å)
1 C 2.37 -0.03 -0.48  -0.078
2 C 1.62 0.66 0.67  -0.181
3 C 0.21 1.06 0.27  -0.277
4 F -0.34 1.90 1.26  -0.010
5 C -0.74 -0.12 0.17  -0.233
6 C -2.23 0.10 0.33  -0.059
7 O -2.73 -1.13 -0.24  0.064
8 C -1.74 -1.70 -0.96  -0.553
9 O -1.74 -2.80 -1.40  0.178
10 O -0.71 -0.79 -1.11  0.077
11 H 1.91 0.19 -1.44  0.073
12 H 2.42 -1.11 -0.34  0.077
13 H 3.40 0.34 -0.51  0.072
14 H 1.58 0.02 1.56  0.117
15 H 2.13 1.59 0.94  0.115
16 H 0.23 1.59 -0.68  0.161
17 H -0.46 -0.88 0.91  0.172
18 H -2.63 0.91 -0.29  0.144
19 H -2.55 0.20 1.36  0.141

DFT (wB97M-V/def2-TZVPD) results for a cluster of 2 separate species, CH6N6 in total.

2S+1 = 1
HOMO (spin up / spin down) = -7.59 / -7.59 eV
electronic energy = -10070.458 eV
ΔE to the lowest compared entry with this formula, charge and spin = 55.4 kcal/mol

Last column: Löwdin charge in e.
Element x y z (Å)
1 N -0.89 -0.81 -1.06  0.036
2 C -0.01 0.09 -0.66  -0.628
3 N 1.16 1.00 1.13  -0.023
4 N 0.44 1.14 -1.43  0.125
5 N -1.50 -0.99 0.93  0.091
6 N 0.38 -0.05 0.61  -0.100
7 N -1.41 -2.08 1.33  0.047
8 H -1.49 -0.52 -1.83  0.045
9 H 0.57 1.71 1.56  0.076
10 H 1.77 0.62 1.84  0.063
11 H 1.26 1.60 -1.06  0.072
12 H 0.40 1.03 -2.43  0.088
13 H -0.68 -2.74 1.05  0.108

DFT (wB97M-V/def2-TZVPD) results for a cluster of 2 separate species, C5H3Cl2F in total.

2S+1 = 1
HOMO = -9.53 eV
electronic energy = -32990.666 eV
SMILES = CC#CCl.FC#CCl
ΔE to the lowest compared entry with this formula, charge and spin = 96.6 kcal/mol

Last column: Löwdin charge in e.
Element x y z (Å)
1 C -0.44 -0.21 -1.79  -0.104
2 C -0.39 0.89 -0.86  -0.187
3 C -0.37 1.84 -0.12  -0.647
4 Cl -0.34 3.10 0.93  0.686
5 H 0.57 -0.49 -2.08  0.078
6 H -0.92 -1.07 -1.32  0.079
7 H -1.00 0.08 -2.68  0.080
8 F -0.95 -1.66 2.81  0.123
9 C 0.15 -1.21 2.31  -0.184
10 C 1.15 -0.92 1.72  -0.631
11 Cl 2.54 -0.36 1.07  0.707

DFT (wB97M-V/def2-TZVPD) results for a structure of composition C5H6O.

2S+1 = 1
HOMO = -9.22 eV
electronic energy = -7326.207 eV
ΔE to the lowest compared entry with this formula, charge and spin = 71.0 kcal/mol

Last column: Löwdin charge in e.
Element x y z (Å)
1 C -0.57 1.13 0.07  -0.064
2 C -0.33 -0.10 0.93  -0.146
3 C -0.24 -1.25 -0.09  -0.209
4 O -0.45 -0.71 -1.40  -0.038
5 C 0.37 0.39 -0.93  -0.219
6 C 0.95 -0.44 0.23  -0.102
7 H -0.12 2.05 0.45  0.113
8 H -1.61 1.32 -0.23  0.113
9 H -0.56 -0.27 1.98  0.128
10 H -0.48 -2.29 0.09  0.146
11 H 1.09 0.81 -1.62  0.144
12 H 1.96 -0.66 0.53  0.134

DFT (wB97M-V/def2-TZVPD) results for a cluster of 6 separate species, H12O6 in total.

2S+1 = 1
HOMO = -10.57 eV
electronic energy = -12479.692 eV
SMILES = O.O.O.O.O.O
ΔE to the lowest compared entry with this formula, charge and spin = 32.8 kcal/mol

Last column: Löwdin charge in e.
Element x y z (Å)
1 O -22.13 36.83 12.34  -0.026
2 H -22.01 37.53 12.98  0.070
3 H -22.93 37.07 11.87  0.081
4 O -18.97 34.46 8.38  -0.053
5 H -19.69 34.25 8.96  0.005
6 H -19.38 34.55 7.51  0.027
7 O -20.44 34.94 11.48  -0.053
8 H -19.91 34.83 12.27  0.019
9 H -21.01 35.69 11.68  -0.013
10 O -23.07 35.80 14.87  -0.046
11 H -22.43 36.13 15.50  0.023
12 H -22.60 35.79 14.03  -0.012
13 O -19.17 35.61 14.31  -0.031
14 H -18.72 34.93 14.81  0.047
15 H -19.64 36.12 14.97  0.032
16 O -21.51 32.45 11.50  -0.069
17 H -20.98 32.36 10.71  0.018
18 H -21.19 33.25 11.93  -0.020

DFT (wB97M-V/def2-TZVPD) results for a cluster of 2 separate species, C9H13NO2 in total.

2S+1 = 2
HOMO (spin up / spin down) = -12.18 / -12.18 eV
electronic energy = -15119.734 eV
ΔE to the lowest compared entry with this formula, charge and spin = 54.0 kcal/mol
charge = +1

Last column: Löwdin charge in e.
Element x y z (Å)
1 C -2.52 -0.11 -2.24  -0.004
2 C -0.08 2.66 -0.09  -0.240
3 C 0.36 2.24 -1.32  0.044
4 C -1.41 2.26 0.34  0.082
5 C -0.42 1.39 -2.09  0.054
6 C -2.16 1.35 -0.35  0.012
7 C -1.60 0.84 -1.55  -0.181
8 O 0.63 3.27 0.84  0.165
9 H 1.48 2.87 1.05  0.161
10 H 1.28 2.56 -1.76  0.135
11 H -1.58 2.46 1.38  0.138
12 H -0.47 1.37 -3.19  0.154
13 H -3.15 1.08 0.00  0.140
14 H -2.19 -0.67 -3.11  0.102
15 H -2.97 -0.78 -1.50  0.103
16 H -3.33 0.56 -2.57  0.129
17 C 2.40 -3.00 2.80  -0.005
18 C 2.30 -2.87 1.32  -0.572
19 O 3.04 -3.28 0.46  0.060
20 N 1.26 -2.05 0.86  0.100
21 H 1.48 -1.54 0.02  0.078
22 H 0.40 -1.76 1.28  0.077
23 H 3.46 -2.85 3.06  0.097
24 H 1.89 -3.88 3.19  0.091
25 H 1.90 -2.09 3.18  0.078

DFT (wB97M-V/def2-TZVPD) results for a cluster of 2 separate species, C6H10O in total.

2S+1 = 1
HOMO = -7.93 eV
electronic energy = -8425.434 eV
ΔE to the lowest compared entry with this formula, charge and spin = 133.9 kcal/mol

Last column: Löwdin charge in e.
Element x y z (Å)
1 C 2.48 0.81 -0.28  -0.241
2 C 2.18 -0.65 -0.38  0.036
3 O 0.22 -0.30 0.50  -0.115
4 C -0.99 -1.02 0.77  -0.191
5 C -2.09 0.04 0.81  -0.095
6 C -1.70 0.44 -0.65  -0.094
7 C -0.63 -0.65 -0.60  -0.231
8 H 1.86 1.42 -0.95  0.059
9 H 2.51 1.26 0.72  0.065
10 H 3.51 0.85 -0.70  0.086
11 H 2.56 -1.11 0.55  0.002
12 H -0.91 -1.97 1.30  0.148
13 H -1.96 0.80 1.58  0.109
14 H -3.10 -0.39 0.87  0.110
15 H -2.49 0.24 -1.37  0.110
16 H -1.30 1.44 -0.79  0.110
17 H -0.15 -1.22 -1.39  0.132

DFT (wB97M-V/def2-TZVPD) results for a structure of composition C2H4NOP.

2S+1 = 1
HOMO = -9.57 eV
electronic energy = -14963.981 eV
ΔE to the lowest compared entry with this formula, charge and spin = 15.3 kcal/mol

Last column: Löwdin charge in e.
Element x y z (Å)
1 C 0.86 0.45 -0.20  -0.274
2 C 1.87 -0.37 0.02  0.014
3 N -0.15 1.16 -0.34  -0.076
4 O -1.39 -1.23 -0.30  -0.392
5 P -1.53 0.18 -0.04  0.593
6 H 2.22 -1.14 -0.69  0.076
7 H 2.45 -0.44 0.92  0.053
8 H -2.56 0.89 -0.67  0.001
9 H -1.78 0.49 1.31  0.006